No. 1
The following is a quantum chemistry calculation of a molecular structure, C5H16N3OP at a distorted geometry, from the Open Molecules 2025 dataset.

The geometry in ORCA input format:
```
! RIJCOSX wB97M-V def2-TZVPD def2/J DEFGRID3
* xyz 0 1
C 1.94210 0.92781 1.81883
C -1.54963 -0.02900 1.50469
C -2.01637 2.00958 0.20316
C 0.09338 -2.34184 -0.81274
C 0.77031 -0.88647 -2.47251
N 1.46947 -0.12514 0.86738
N -1.35947 0.74508 0.26932
N -0.19534 -1.07688 -1.44687
O 0.27348 1.46405 -1.52284
P -0.03846 0.40134 -0.59844
H 1.55953 1.89520 1.55172
H 1.56945 0.54098 2.74529
H 3.02622 0.98518 1.78126
H -2.11412 0.41727 2.30936
H -1.85694 -1.04918 1.30974
H -0.52448 -0.11224 1.83058
H -2.21035 2.30589 -0.82716
H -3.02379 1.91895 0.52137
H -1.56155 2.82236 0.61139
H -0.57907 -2.50843 0.05765
H -0.17035 -3.07223 -1.44309
H 1.12168 -2.50716 -0.50768
H 0.26920 -0.40910 -3.30704
H 1.44790 -0.22310 -2.00146
H 1.36803 -1.67373 -2.81043
H 2.28919 -0.41920 0.36853
*
```

Properties
E = -21249.2770 eV
frontier orbital gap = 0.3500 Ha

Charges per atom according to Löwdin partitioning, unit e: number 1, C, carries -0.18; number 2, C, carries -0.08; number 3, C, carries -0.11; number 4, C, carries -0.13; number 5, C, carries -0.17; number 6, N, carries -0.16; number 7, N, carries -0.30; number 8, N, carries -0.27; number 9, O, carries -0.28; number 10, P, carries 0.66; number 11, H, carries 0.06; number 12, H, carries 0.05; number 13, H, carries 0.07; number 14, H, carries 0.09; number 15, H, carries 0.07; number 16, H, carries 0.03; number 17, H, carries 0.09; number 18, H, carries 0.08; number 19, H, carries 0.05; number 20, H, carries 0.09; number 21, H, carries 0.04; number 22, H, carries 0.08; number 23, H, carries 0.10; number 24, H, carries 0.04; number 25, H, carries 0.08; number 26, H, carries 0.02

***

No. 2
The following is a quantum chemistry calculation of a single C4H4N4 molecule at a distorted geometry, from the Open Molecules 2025 dataset.

The geometry in ORCA input format:
```
! RIJCOSX wB97M-V def2-TZVPD def2/J DEFGRID3
* xyz 0 1
C 0.30996 -0.11164 -0.56765
C -0.21846 0.74875 -1.59866
C -0.24830 0.07444 0.64791
C 0.18880 -0.79292 1.70869
H 1.74082 -1.48272 -0.23925
H 1.81602 -0.73949 -1.79921
H -1.89457 0.76055 1.52847
H -1.52479 1.63782 0.20008
N 1.24127 -1.03342 -0.97245
N -0.75375 1.24854 -2.52868
N -1.12399 1.14722 1.00592
N 0.46699 -1.45713 2.61483
*
```

Properties
E = -10171.8834 eV
SMILES = N#C/C(N)=C(\N)C#N
frontier orbital gap = 0.3197 Ha

Charges per atom according to Löwdin partitioning, unit e: number 1, C, carries -0.32; number 2, C, carries -0.16; number 3, C, carries -0.29; number 4, C, carries -0.17; number 5, H, carries 0.08; number 6, H, carries 0.13; number 7, H, carries 0.09; number 8, H, carries 0.08; number 9, N, carries 0.12; number 10, N, carries 0.17; number 11, N, carries 0.09; number 12, N, carries 0.17

***

No. 3
The following is a quantum chemistry calculation of a molecular structure, C5H16N4PtS4Sb, from the Open Molecules 2025 dataset.

The geometry in ORCA input format:
```
! RIJCOSX wB97M-V def2-TZVPD def2/J DEFGRID3
* xyz 2 6
Pt 1.44332 0.77227 -1.19700
S 2.73036 4.65818 -0.21865
Sb 2.72713 3.71966 -2.36961
S 0.51249 2.72048 -1.93671
S 3.62994 1.62645 -1.39796
C -1.94328 0.69407 2.60221
C -0.82175 0.20509 1.68976
C -1.35444 -0.00761 0.27169
C -0.17956 -1.06318 2.23389
N 0.18515 1.28585 1.72650
N 1.38106 1.08975 1.04055
H -2.72948 -0.05921 2.64489
H -2.38667 1.61690 2.21910
H -1.57906 0.87148 3.61372
H -2.16160 -0.74264 0.28749
H -0.58218 -0.41566 -0.39269
H -1.75246 0.91602 -0.15153
H -0.92266 -1.85889 2.28066
H 0.21374 -0.90348 3.23828
H 0.62915 -1.43061 1.58958
H -0.18735 2.21020 1.54487
H 1.87519 0.28708 1.43092
H 1.96757 1.90754 1.18888
N 0.22834 -2.83363 -1.75105
C 0.16882 -1.95523 -2.74062
N -0.81911 -1.99947 -3.61198
S 1.43925 -0.77268 -2.98459
H -0.44162 -3.58317 -1.65268
H 1.08332 -2.89916 -1.22083
H -1.49568 -2.74988 -3.63314
H -0.85790 -1.30654 -4.34393
*
```

Properties
E = -64512.9532 eV
frontier orbital gap (alpha / beta) = 0.3027 / 0.1999 Ha

Charges per atom according to Löwdin partitioning, unit e: number 1, Pt, carries 0.35; number 2, S, carries 0.10; number 3, Sb, carries 0.51; number 4, S, carries 0.03; number 5, S, carries 0.10; number 6, C, carries -0.02; number 7, C, carries -0.61; number 8, C, carries -0.05; number 9, C, carries -0.03; number 10, N, carries -0.02; number 11, N, carries -0.07; number 12, H, carries 0.10; number 13, H, carries 0.10; number 14, H, carries 0.10; number 15, H, carries 0.10; number 16, H, carries 0.00; number 17, H, carries 0.09; number 18, H, carries 0.10; number 19, H, carries 0.10; number 20, H, carries 0.07; number 21, H, carries 0.14; number 22, H, carries 0.11; number 23, H, carries 0.08; number 24, N, carries 0.15; number 25, C, carries -0.82; number 26, N, carries 0.16; number 27, S, carries 0.58; number 28, H, carries 0.14; number 29, H, carries 0.12; number 30, H, carries 0.14; number 31, H, carries 0.12